A molecular structure, C42H82Br6O20S10 in a non-equilibrium geometry. Source: OMol25; level of theory: ωB97M-V with the def2-TZVPD basis set.

ORCA input file:
```
! wB97M-V def2-TZVPD RIJCOSX def2/J DEFGRID3
* xyz 0 1
C 2.6503 -0.4887 5.2150
Br 2.8398 1.3657 5.6262
Br 4.3688 -1.4216 5.4867
Br 1.9161 -0.6784 3.3804
H 2.0438 -1.0777 5.9030
C -2.6536 -2.2368 4.0003
Br -1.1956 -1.2944 3.0780
Br -4.0480 -0.9114 4.4190
Br -1.8786 -3.3392 5.3806
H -3.1261 -2.7954 3.1923
C -3.5337 0.1668 1.6831
C -3.6725 1.4229 0.8333
C -4.8960 1.2050 -0.0860
S -4.7591 -0.4434 -0.7979
O -3.7366 -0.3150 -1.8435
O -6.0078 -1.0438 -1.0825
C -3.9624 -1.1639 0.8093
H -4.1172 0.2847 2.5962
H -2.5459 -0.0093 2.1090
H -2.7344 1.6085 0.3101
H -3.7834 2.3152 1.4494
H -5.1009 2.0212 -0.7787
H -5.7880 1.0006 0.5062
H -3.1950 -1.8153 0.3913
H -4.7284 -1.8215 1.2203
C 5.6256 -2.0519 2.2031
C 4.6773 -1.0516 1.5044
C 3.3102 -1.6738 1.2975
S 3.3095 -3.3915 1.7490
O 2.8600 -4.3082 0.6865
O 2.8749 -3.6694 3.1405
C 5.1298 -3.4470 1.7851
H 5.4550 -1.8954 3.2682
H 6.6517 -1.7649 1.9728
H 5.1767 -1.0597 0.5356
H 4.6080 -0.0886 2.0102
H 3.0337 -1.7640 0.2470
H 2.4459 -1.4049 1.9048
H 5.2476 -3.6457 0.7199
H 5.4080 -4.2868 2.4218
C -2.9773 -3.4281 -2.5082
C -2.3678 -1.9513 -2.2568
C -1.2116 -1.7540 -3.1749
S -1.5479 -2.6205 -4.7213
O -0.2491 -3.2923 -5.1311
O -2.3506 -1.7305 -5.5975
C -2.5531 -3.9323 -3.8810
H -4.0310 -3.4327 -2.2294
H -2.5325 -4.1342 -1.8070
H -2.1347 -1.8012 -1.2027
H -3.1039 -1.1520 -2.3423
H -0.2892 -2.1530 -2.7531
H -0.7509 -0.8186 -3.4925
H -1.9004 -4.8018 -3.9598
H -3.3532 -4.2592 -4.5451
C 3.8886 2.1058 0.1006
C 4.4744 2.7527 -1.2077
C 4.7301 1.6475 -2.1743
S 5.6742 0.3928 -1.1897
O 7.0272 0.9985 -1.0033
O 5.3273 -0.9833 -1.6654
C 4.5356 0.6679 0.3673
H 2.8010 2.0388 0.0729
H 4.1128 2.7799 0.9273
H 5.4332 3.0854 -0.8102
H 3.8186 3.4910 -1.6692
H 5.2221 1.9013 -3.1133
H 3.8336 1.0822 -2.4288
H 5.1694 0.5197 1.2416
H 3.6398 0.0538 0.2750
C 1.8021 -1.8371 -3.6668
C 1.4785 -0.5024 -2.9530
C 2.3928 0.4570 -3.5487
S 2.2855 0.3352 -5.3624
O 3.5841 0.4702 -6.0282
O 1.0887 0.9012 -5.8754
C 1.9840 -1.4776 -5.1432
H 1.0632 -2.5624 -3.3262
H 2.7073 -2.1420 -3.1415
H 1.7193 -0.6745 -1.9039
H 0.4900 -0.1171 -3.2028
H 3.4426 0.1867 -3.4350
H 2.2209 1.4819 -3.2201
H 2.7979 -2.0555 -5.5812
H 1.1563 -1.7277 -5.8068
C -3.5222 3.5115 -0.1983
C -2.3740 2.9001 -1.0858
C -2.7471 3.1881 -2.5232
S -3.5483 4.8756 -2.5423
O -4.7935 4.6792 -3.3175
O -2.6819 5.9507 -2.8361
C -3.7080 4.9399 -0.6912
H -3.0760 3.6209 0.7902
H -4.3245 2.7791 -0.1089
H -2.2349 1.8194 -1.0586
H -1.4583 3.3972 -0.7657
H -3.6254 2.5693 -2.7069
H -2.1096 3.0739 -3.3999
H -4.7041 5.2764 -0.4035
H -2.8696 5.5702 -0.3948
C 1.0439 4.9502 -0.5452
C -0.1353 5.3627 -1.4583
C 0.1602 4.5860 -2.8283
S 0.8662 2.9657 -2.4155
O 1.9367 2.5878 -3.3588
O -0.1268 2.0033 -1.9778
C 1.6925 3.6214 -0.9430
H 0.6747 4.8926 0.4788
H 1.8260 5.6950 -0.6922
H -0.2451 6.4085 -1.7453
H -1.0822 4.9775 -1.0798
H 0.9542 5.1797 -3.2814
H -0.7349 4.5419 -3.4487
H 2.6616 3.9872 -1.2822
H 2.0239 2.8136 -0.2905
C -0.5357 0.5863 1.0903
C -1.1803 -0.0843 -0.1222
C 0.0520 -0.3895 -0.9611
S 1.4087 -0.8558 0.1526
O 2.5119 0.0656 -0.1298
O 1.7013 -2.3024 0.1620
C 0.5161 -0.3976 1.6595
H -1.3270 0.8550 1.7902
H -0.0461 1.5114 0.7860
H -1.8190 0.6579 -0.6010
H -1.7557 -0.9583 0.1832
H 0.4587 0.4769 -1.4826
H -0.0048 -1.0843 -1.7990
H 1.2212 -0.0489 2.4140
H 0.0536 -1.2870 2.0874
C -1.3703 0.7180 5.5850
C -0.7165 1.6047 4.5870
C -1.7447 1.9430 3.5368
S -3.2349 2.4521 4.3926
O -4.3323 1.6909 3.8273
O -3.3012 3.9083 4.4181
C -2.6396 1.5712 5.9238
H -0.8432 0.5054 6.5151
H -1.6572 -0.2245 5.1186
H 0.2279 1.2545 4.1703
H -0.4778 2.5306 5.1104
H -1.9355 1.0243 2.9820
H -1.5252 2.8299 2.9425
H -3.4882 1.0405 6.3554
H -2.3130 2.3916 6.5628
C -1.2195 -5.8453 1.5033
C 0.3181 -5.5535 1.4948
C 0.6822 -4.1635 1.3358
S -0.7143 -3.3848 0.2602
O -0.1990 -3.1273 -1.1315
O -1.4582 -2.4197 1.1234
C -1.7622 -5.0418 0.2838
H -1.7591 -5.4938 2.3827
H -1.5743 -6.8751 1.4614
H 0.7745 -6.1390 0.6967
H 0.7159 -5.9395 2.4333
H 1.6041 -3.8680 0.8350
H 0.5514 -3.5943 2.2561
H -1.5092 -5.5528 -0.6452
H -2.8087 -4.7514 0.1916
*
```

Properties
HOMO level = -8.5 eV
M = 1707.19 g/mol
E_tot = -614393.3257 eV
energy above the lowest of the compared OMol25 structures with the same formula, charge and spin = 3648.34 kJ/mol
Kohn-Sham gap = 7.59 eV
LUMO = -0.9 eV